Record 1
This record from OMol25 describes C28H74F12MgN8O18S4 as an isolated structure at a distorted geometry. The level of theory is ωB97M-V with the def2-TZVPD basis set.

Last column: Löwdin charge in e.
Atoms and positions in Å:
Mg (-0.63605, 0.23273, -2.56301)  0.465
C (0.42446, 0.11018, 1.44456)  -0.643
F (0.84203, -1.11647, 1.45146)  0.175
F (0.43292, 0.58640, 2.70320)  0.139
F (1.32746, 0.79747, 0.79267)  0.162
S (-1.30557, 0.31179, 0.54351)  0.767
O (-2.42481, 0.12726, 1.46753)  -0.260
O (-1.36081, 1.67842, -0.01776)  -0.322
N (-1.08587, -0.68084, -0.88355)  -0.325
S (-1.81244, -1.98836, -0.40144)  0.588
O (-1.34514, -2.48747, 0.89522)  -0.301
O (-3.25971, -1.97653, -0.48611)  -0.268
C (-1.14646, -3.33884, -1.55901)  -0.687
F (0.16313, -3.26840, -1.68911)  0.155
F (-1.55428, -4.48459, -1.04880)  0.162
F (-1.68804, -3.24350, -2.75405)  0.142
C (0.60860, 1.20132, -6.39811)  -0.587
F (0.90137, 2.03517, -7.36764)  0.188
F (0.13576, 0.01158, -6.89297)  0.111
F (1.68526, 1.01931, -5.62049)  0.112
S (-0.74274, 1.98849, -5.20338)  0.785
O (-0.87276, 3.37980, -5.69092)  -0.280
O (-1.93074, 1.15756, -5.43716)  -0.308
N (-0.17027, 1.73785, -3.56815)  -0.352
S (0.80444, 2.89687, -3.38293)  0.662
O (1.68868, 2.43908, -2.28803)  -0.302
O (1.52467, 3.44537, -4.57645)  -0.285
C (-0.39060, 4.28660, -2.66368)  -0.625
F (-0.69726, 4.05978, -1.41384)  0.171
F (0.23200, 5.50747, -2.71919)  0.112
F (-1.47314, 4.38901, -3.38434)  0.148
O (1.23269, -5.42256, 0.40905)  -0.059
H (0.97166, -5.39541, -0.51147)  -0.033
H (0.58791, -5.99515, 0.82454)  0.032
O (-0.68358, -1.05328, -3.95746)  -0.008
H (-1.37447, -1.54306, -4.40357)  0.112
H (0.12866, -1.37027, -4.35244)  0.101
O (1.37717, -0.40386, -2.39776)  -0.024
H (1.86240, 0.34682, -2.05531)  0.031
H (2.01883, -1.11375, -2.42161)  0.096
O (-2.50538, 0.87518, -2.56801)  -0.055
H (-3.03959, 0.78213, -3.35680)  0.078
H (-3.12684, 1.12966, -1.88592)  0.005
C (-6.43728, 1.79842, -1.16398)  -0.056
C (-5.13251, 2.57573, -1.04827)  -0.414
C (-5.31655, 3.90211, -0.22055)  -0.102
O (-4.07338, 4.72011, -0.08845)  -0.244
C (-3.85371, 5.68008, -1.17229)  -0.077
N (-4.17805, 1.62619, -0.55630)  0.026
H (-6.79176, 1.48822, -0.18101)  0.085
H (-6.27317, 0.85086, -1.67709)  0.082
H (-7.09179, 2.47691, -1.71112)  0.082
H (-4.73014, 2.69390, -2.05437)  0.136
H (-5.70056, 3.73690, 0.78610)  0.120
H (-6.09717, 4.53888, -0.63678)  0.114
H (-3.54888, 5.21164, -2.10810)  0.073
H (-3.22391, 6.52040, -0.88020)  0.085
H (-4.72127, 6.31628, -1.34750)  0.079
H (-3.35580, 2.17353, -0.34552)  0.054
H (-4.38114, 1.11097, 0.28834)  0.097
C (2.38953, -5.99193, -3.04143)  -0.035
C (1.33460, -7.13450, -3.14461)  -0.445
C (1.79101, -8.53860, -3.50415)  -0.208
O (2.48937, -8.63983, -4.70776)  -0.190
C (3.18875, -9.78497, -5.01437)  -0.113
N (0.63625, -7.05865, -1.92339)  0.024
H (1.85441, -5.10424, -2.70416)  0.050
H (2.70548, -5.73181, -4.05168)  0.075
H (3.16878, -6.22856, -2.31694)  0.088
H (0.69260, -6.78288, -3.95227)  0.139
H (0.88165, -9.10443, -3.70661)  0.127
H (2.31541, -8.99683, -2.66562)  0.128
H (3.95008, -9.56575, -5.76298)  0.092
H (2.46859, -10.43391, -5.51271)  0.086
H (3.53729, -10.22316, -4.07917)  0.089
H (0.01944, -7.85358, -1.83542)  0.087
H (1.24748, -7.38635, -1.18915)  0.079
C (4.41451, -0.81056, 2.23161)  -0.039
C (4.15818, -0.57076, 0.74168)  -0.431
C (4.25544, 0.87369, 0.30559)  -0.223
O (3.81947, 1.14353, -0.99648)  -0.202
C (4.57348, 2.04941, -1.79596)  -0.072
N (5.03019, -1.42295, -0.06050)  0.044
H (4.19507, -1.79053, 2.65539)  0.085
H (3.88054, -0.04879, 2.79966)  0.061
H (5.46966, -0.62435, 2.43182)  0.082
H (3.18527, -1.01426, 0.52990)  0.117
H (5.27711, 1.21071, 0.48079)  0.135
H (3.67756, 1.48588, 0.99795)  0.094
H (4.05967, 2.26459, -2.73287)  0.076
H (5.57576, 1.66961, -1.99417)  0.092
H (4.63364, 3.01159, -1.28735)  0.084
H (5.89003, -0.98286, -0.35563)  0.069
H (4.60599, -1.36095, -0.97500)  0.052
C (-2.00533, -3.24390, 4.55033)  -0.095
C (-2.37175, -4.68122, 4.56582)  -0.479
C (-3.09372, -5.07911, 3.25196)  -0.154
O (-4.48654, -4.62283, 3.34158)  -0.212
C (-5.18325, -4.33146, 2.07322)  -0.048
N (-1.12468, -5.30161, 4.73831)  0.017
H (-1.19234, -2.98911, 3.87045)  0.077
H (-1.67770, -2.86895, 5.51996)  0.079
H (-2.84559, -2.60507, 4.27839)  0.081
H (-2.92974, -4.88582, 5.47955)  0.142
H (-2.97685, -6.16282, 3.24917)  0.114
H (-2.52579, -4.67350, 2.41468)  0.110
H (-6.03219, -3.80529, 2.50973)  0.089
H (-5.38862, -5.33430, 1.69875)  0.078
H (-4.55076, -3.81841, 1.34876)  0.069
H (-0.45482, -4.80008, 5.30386)  0.076
H (-0.73283, -5.19902, 3.81309)  0.065
C (2.83973, 2.81032, 3.68381)  -0.054
C (4.26409, 2.99037, 3.11368)  -0.441
C (4.39188, 4.11770, 2.06995)  -0.209
O (5.65834, 4.06131, 1.46236)  -0.206
C (5.94276, 5.22180, 0.65508)  -0.094
N (5.12110, 3.20295, 4.22659)  0.030
H (2.83696, 2.05095, 4.46577)  0.089
H (2.07627, 2.73149, 2.90985)  0.059
H (2.57371, 3.75031, 4.16728)  0.071
H (4.64262, 2.05531, 2.70080)  0.101
H (4.25232, 5.13425, 2.43772)  0.129
H (3.70047, 3.95263, 1.24363)  0.116
H (6.36466, 6.07673, 1.18347)  0.084
H (5.06820, 5.54705, 0.09165)  0.083
H (6.68555, 4.93032, -0.08748)  0.083
H (4.95582, 3.98658, 4.84198)  0.076
H (6.05366, 3.44277, 3.92178)  0.071
C (-4.09815, 4.84062, 3.67508)  -0.046
C (-2.73347, 5.58492, 3.33984)  -0.348
C (-1.45289, 4.73361, 3.37501)  -0.164
O (-1.66784, 3.82842, 4.50321)  -0.200
C (-0.49115, 3.05678, 4.64953)  -0.127
N (-2.93487, 6.21302, 1.98226)  0.024
H (-4.23848, 4.02828, 2.96199)  0.061
H (-5.01208, 5.43240, 3.72646)  0.071
H (-4.05545, 4.25593, 4.59400)  0.059
H (-2.49322, 6.44128, 3.96994)  0.124
H (-0.53826, 5.27017, 3.62729)  0.115
H (-1.21187, 4.25673, 2.42496)  0.116
H (-0.13488, 2.54269, 3.75686)  0.057
H (-0.81215, 2.17945, 5.21109)  0.090
H (0.21690, 3.60762, 5.26868)  0.091
H (-3.59839, 6.97114, 2.05358)  0.061
H (-3.38883, 5.50176, 1.42716)  0.009

Calculated values
- LUMO: -0.60 eV
- Energy above the lowest of the compared OMol25 structures with the same formula, charge and spin: 440.1 kJ/mol
- E_tot: -5894.6099 Eh
- HOMO-LUMO gap: 8.0 eV

Record 2
This record from OMol25 describes a 2-piece molecular cluster, C3H14OPS overall at a distorted geometry. The level of theory is ωB97M-V with the def2-TZVPD basis set.

Last column: Löwdin charge in e.
Atoms and positions in Å:
P (2.26250, 0.72910, -0.83752)  0.650
C (0.76316, 1.92585, -0.84714)  -0.430
C (-0.47480, 1.48911, -0.06152)  -0.327
C (-1.15585, 0.21873, -0.58840)  -0.506
S (-0.50457, -1.37713, 0.01172)  0.752
H (3.14684, 1.84288, -0.96390)  -0.017
H (1.89849, 0.22848, 0.44958)  -0.050
H (1.75533, 0.07602, -2.00762)  -0.023
H (3.39192, -0.18152, -0.85303)  -0.096
H (0.50721, 2.11681, -1.89068)  0.072
H (1.10868, 2.87707, -0.43988)  0.067
H (-1.22692, 2.27004, -0.16842)  0.109
H (-0.23485, 1.42571, 0.99963)  0.097
H (-2.20763, 0.25348, -0.32396)  0.067
H (-1.11921, 0.18496, -1.67345)  0.081
H (-0.04884, -1.11133, 1.25157)  -0.110
O (-2.17560, -3.26269, 1.91935)  0.256
H (-2.22358, -3.07909, 2.87787)  0.185
H (-1.74307, -4.12131, 1.74257)  0.186
H (-1.71921, -2.50517, 1.40324)  0.035

Calculated values
- Net charge: +1
- LUMO: -4.50 eV
- E_tot: -937.0588 Eh
- HOMO-LUMO gap: 6.3 eV

Record 3
This record from OMol25 describes a 5-piece molecular cluster, C6H24N2O4 overall at a distorted geometry. The level of theory is ωB97M-V with the def2-TZVPD basis set.

Last column: Löwdin charge in e.
Atoms and positions in Å:
C (1.16887, -0.00997, 2.83181)  -0.105
C (0.63395, 1.11332, 1.98763)  -0.297
N (0.17914, 0.50801, 0.71829)  -0.035
C (0.18386, 1.47418, -0.44119)  -0.359
C (-0.38375, 2.87463, -0.06970)  -0.069
C (-0.87923, 0.91790, -1.41653)  -0.164
N (-0.30111, -0.25810, -2.20916)  -0.096
C (-1.14306, -1.47208, -2.14441)  -0.125
H (2.16234, -0.32031, 2.48870)  0.075
H (0.68039, -0.96208, 2.79786)  0.051
H (1.15244, 0.39658, 3.86572)  0.084
H (1.38180, 1.95066, 1.87242)  0.126
H (-0.09761, 1.75305, 2.50305)  0.108
H (-0.76932, 0.18461, 0.83773)  0.071
H (1.21864, 1.68372, -0.73649)  0.121
H (-0.35734, 3.36660, -1.02500)  0.063
H (-1.46395, 2.79920, 0.17785)  0.099
H (0.32413, 3.45626, 0.52361)  0.075
H (-1.78554, 0.66576, -0.88535)  0.101
H (-0.94775, 1.62367, -2.25841)  0.115
H (0.66431, -0.35792, -1.96102)  0.037
H (-0.69392, -2.43703, -1.90836)  0.065
H (-1.89527, -1.25979, -1.36330)  0.050
H (-1.69781, -1.60839, -3.10174)  0.079
O (3.24133, 0.91279, -2.03712)  -0.066
H (2.30693, 1.12460, -2.12149)  -0.005
H (3.27217, 0.00890, -1.69199)  0.008
O (-0.89737, -3.23232, 0.72812)  -0.057
H (-0.81946, -2.29494, 0.53816)  -0.002
H (-0.91410, -3.52820, 1.63832)  0.047
O (-2.75643, -1.25584, 1.21199)  -0.075
H (-2.65761, -2.20748, 1.43032)  0.039
H (-3.62279, -1.36421, 0.79288)  0.055
O (2.26678, -1.48325, -0.73254)  -0.076
H (1.35158, -1.80212, -0.86027)  0.026
H (1.89475, -0.96039, 0.01959)  0.035

Calculated values
- LUMO: 0.20 eV
- Energy above the lowest of the compared OMol25 structures with the same formula, charge and spin: 219.2 kJ/mol
- E_tot: -653.3879 Eh
- SMILES: CCN[C@H](C)CNC.O.O.O.O
- HOMO-LUMO gap: 8.9 eV